1.
Formula: C4H8N4O
Source: OMol25
Level of theory: ωB97M-V/def2-TZVPD

The geometry in XYZ format:
```
17
Properties=species:S:1:pos:R:3:forces:R:3
H -0.002 2.214 1.565 -0.162 -0.024 0.079
N 0.053 1.253 1.235 0.104 0.447 0.198
C 0.626 1.193 0.098 0.263 -1.038 -0.320
N 1.101 2.216 -0.667 0.655 0.124 -1.045
C 0.857 -0.138 -0.555 -0.195 -0.066 0.087
C 1.133 -1.356 0.257 0.367 -0.151 0.196
N -0.109 -1.273 -0.461 0.125 0.419 -0.254
N -1.238 -1.047 0.333 -0.118 -0.058 -0.153
C -2.460 -1.427 -0.134 -0.586 -0.252 -0.623
O -2.709 -2.051 -1.151 0.371 0.429 0.841
H 1.276 3.110 -0.249 -0.095 0.157 0.049
H 1.611 2.022 -1.547 -0.647 0.174 1.222
H 1.360 -0.030 -1.497 -0.103 -0.306 -0.492
H 1.830 -2.120 -0.106 -0.236 0.391 0.142
H 1.102 -1.186 1.326 -0.029 -0.140 0.070
H -1.157 -0.272 0.989 -0.139 -0.065 0.170
H -3.273 -1.109 0.564 0.426 -0.042 -0.169
```
Forces are in eV/Å.

Results
energy: -451.42244 hartree
E_HOMO: -9.367 eV
energy above the lowest of the compared OMol25 structures with the same formula, charge and spin: 2.607 eV
LUMO: 0.6 eV
SMILES string: [H]/N=C(\N)[C@H]1CN1NC=O

---

2.
Formula: C9H13ClOSi
Source: OMol25
Level of theory: ωB97M-V/def2-TZVPD

The geometry in XYZ format:
```
25
Properties=species:S:1:pos:R:3:forces:R:3
C 0.985 3.362 -0.622 -0.413 2.906 0.199
C -0.295 2.922 -0.991 0.215 0.243 -0.198
C 2.024 2.466 -0.540 -1.957 -2.869 -1.669
C -0.460 1.561 -1.224 -1.199 1.760 -0.145
C 1.861 1.116 -0.974 -2.670 0.841 1.985
C 0.513 0.631 -1.188 3.324 -1.473 -1.035
C -2.397 -3.121 0.831 1.617 -0.496 -4.085
C 0.301 -0.839 -1.486 -0.871 -0.253 3.048
C 0.281 -0.378 2.007 -0.136 -2.323 1.429
O -1.556 -2.118 1.343 -3.063 -1.035 0.358
Si -0.095 -1.871 0.873 5.198 1.672 -2.629
Cl 2.018 -0.186 2.484 -0.921 0.242 -0.461
H 1.280 4.477 -0.393 -1.101 -2.253 -0.377
H -1.228 3.514 -1.182 1.397 -0.053 0.513
H 2.875 2.787 -0.082 2.587 0.674 0.748
H -1.434 1.350 -1.546 -1.368 -0.971 -0.261
H 2.522 0.330 -0.699 1.197 -0.184 -0.268
H -2.659 -2.984 -0.303 0.427 0.188 2.001
H -3.254 -3.194 1.355 -2.947 0.270 1.843
H -1.973 -4.122 0.856 0.618 -0.066 0.224
H -0.728 -1.132 -1.716 0.358 0.328 -0.681
H 1.099 -1.371 -2.029 -0.509 0.234 0.488
H -0.353 -0.492 2.930 0.918 -0.058 -0.695
H -0.198 0.394 1.478 0.272 1.800 -0.705
H 0.869 -3.103 0.818 -0.972 0.875 0.374
```
Forces are in eV/Å.

Results
energy: -1175.57647 hartree
E_HOMO: -7.653 eV
energy above the lowest of the compared OMol25 structures with the same formula, charge and spin: 3.243 eV
LUMO: 0.6 eV

---

3.
Formula: C7H9Br
Source: OMol25
Level of theory: ωB97M-V/def2-TZVPD

The geometry in XYZ format:
```
17
Properties=species:S:1:pos:R:3:forces:R:3
Br 3.255 0.062 -0.043 -0.220 -0.246 0.139
C 1.510 -0.083 0.769 -0.120 1.533 1.744
C 0.362 -0.783 0.163 0.552 -0.321 -0.027
C -0.423 -2.045 0.465 -1.918 3.387 -1.866
C 0.292 -1.881 -0.860 2.368 0.886 0.455
C 0.393 0.713 0.175 0.214 -0.934 -1.329
C 0.330 1.767 -0.905 -1.739 -0.774 -0.481
C -0.267 1.973 0.503 0.461 0.083 0.148
H 1.525 0.132 1.885 0.392 -0.969 -1.398
H -1.471 -1.633 0.363 0.770 -1.536 0.487
H -0.156 -2.663 1.275 0.261 -0.826 0.477
H 1.310 -2.248 -1.035 -0.341 -0.635 0.642
H -0.032 -1.626 -1.846 -1.472 -0.105 -0.181
H -0.386 1.416 -1.770 1.264 1.231 1.863
H 1.070 2.513 -1.167 0.531 -0.711 -0.157
H 0.279 2.501 1.278 0.460 0.523 -0.521
H -1.283 2.210 0.623 -1.464 -0.586 0.005
```
Forces are in eV/Å.

Results
energy: -2845.98465 hartree
E_HOMO: -9.537 eV
energy above the lowest of the compared OMol25 structures with the same formula, charge and spin: 3.603 eV
LUMO: 0.9 eV
SMILES string: Br[C@H]1[C@]2(CC2)[C@@]12CC2